Record 1
Here is C5H9NOS in the gas phase in a non-equilibrium geometry from the OMol25 dataset. Energies are from ωB97M-V/def2-TZVPD.

Output
SMILES: C[C@H]1N[C@@H](CS)C1=O
Relative energy (zero: lowest compared OMol25 entry of this formula, charge and spin), kcal/mol: 56.5
F_max, eV/Å: 3.1
DFT total energy, eV: -19701.8546
Frontier orbital gap, hartree: 0.3708
Molar mass, Da: 131.20

```
17
Properties=species:S:1:pos:R:3:forces:R:3
C 1.005 -0.571 -1.860 0.625 -2.008 -1.921
C -0.031 0.397 -1.363 -0.926 0.860 -0.413
N -1.280 -0.185 -0.751 0.709 0.793 1.908
C -0.971 0.559 0.610 0.820 -0.365 -0.625
C -0.791 -0.099 2.007 -3.008 0.464 -0.666
S 0.495 -1.384 2.158 0.759 2.020 0.215
C 0.345 1.006 -0.030 1.205 1.360 -1.400
O 1.378 1.583 0.233 -1.315 -0.656 0.840
H 1.288 -1.396 -1.139 -0.201 1.333 -0.256
H 0.683 -1.198 -2.760 -0.142 1.008 0.988
H 1.915 -0.071 -2.264 -0.551 -0.145 0.771
H -0.398 1.165 -2.104 0.952 -0.670 0.506
H -0.943 -1.102 -0.567 -0.384 -1.494 0.324
H -1.658 1.398 0.749 -0.028 -0.088 -0.205
H -0.697 0.853 2.618 0.295 -1.661 0.006
H -1.853 -0.556 2.216 2.161 0.611 0.098
H 1.512 -0.402 2.247 -0.972 -1.361 -0.171
```
Forces are in eV/Å.

These are the natural (NBO) partial charges, in e, on atoms 1 to 4:
1 C -0.649
2 C -0.191
3 N -0.574
4 C -0.181

Record 2
Here is C5H9NOS in the gas phase in a non-equilibrium geometry from the OMol25 dataset. Energies are from ωB97M-V/def2-TZVPD.

Output
SMILES: C[C@H]1N[C@@H](CS)C1=O
Relative energy (zero: lowest compared OMol25 entry of this formula, charge and spin), kcal/mol: 59.6
F_max, eV/Å: 4.1
DFT total energy, eV: -19701.7169
Frontier orbital gap, hartree: 0.3713
Molar mass, Da: 131.20

```
17
Properties=species:S:1:pos:R:3:forces:R:3
C -1.844 -1.180 -0.681 -0.303 -2.191 1.246
C -1.350 -0.066 0.188 -0.246 -1.808 0.793
N -0.260 -0.393 1.168 0.381 -3.025 -0.925
C 0.414 0.811 0.775 2.598 2.070 2.420
C 1.897 0.694 0.524 2.020 0.006 -0.542
S 2.481 -0.673 -0.609 -0.581 1.190 -1.028
C -0.489 1.019 -0.346 -0.241 0.988 -3.713
O -0.409 1.585 -1.428 -0.225 -0.695 1.878
H -1.028 -1.992 -0.916 -1.492 1.990 -0.416
H -2.615 -1.768 -0.051 1.059 0.855 -1.096
H -2.396 -0.613 -1.431 0.216 -0.955 -0.909
H -2.208 0.212 0.744 -0.822 1.082 0.557
H 0.278 -1.253 0.735 -1.175 2.188 1.077
H 0.235 1.627 1.564 0.394 -0.886 -0.877
H 2.399 1.641 0.231 -0.681 -0.535 -0.091
H 2.519 0.363 1.364 -0.837 0.298 0.552
H 2.375 -0.013 -1.831 -0.064 -0.573 1.073
```
Forces are in eV/Å.

These are the natural (NBO) partial charges, in e, on atoms 1 to 4:
1 C -0.623
2 C -0.178
3 N -0.587
4 C -0.195

Record 3
Here is C5H9NOS in the gas phase in a non-equilibrium geometry from the OMol25 dataset. Energies are from ωB97M-V/def2-TZVPD.

Output
SMILES: C=N/C(=C/OC)SC
Relative energy (zero: lowest compared OMol25 entry of this formula, charge and spin), kcal/mol: 85.8
F_max, eV/Å: 4.4
DFT total energy, eV: -19700.5837
Frontier orbital gap, hartree: 0.2820
Molar mass, Da: 131.20

```
17
Properties=species:S:1:pos:R:3:forces:R:3
C 1.127 2.184 -0.220 1.291 2.162 -1.788
N 1.310 0.967 -0.439 0.381 1.768 -0.028
C 0.368 0.060 -0.202 -3.148 -3.002 0.541
C -0.988 0.202 -0.087 2.479 0.235 0.155
O -1.716 -0.905 0.129 0.254 -0.452 0.152
C -3.105 -0.847 0.033 -0.837 2.938 -2.409
S 0.989 -1.602 -0.056 -0.449 -0.277 -0.265
C 2.672 -1.181 0.278 1.110 1.121 1.215
H 1.917 2.840 -0.607 0.088 -0.045 0.498
H 0.239 2.759 -0.009 -0.747 -0.425 0.799
H -1.336 1.209 0.070 -0.992 0.076 -0.345
H -3.466 0.124 0.484 0.063 -1.076 -0.356
H -3.545 -1.674 0.478 -0.480 -1.469 1.239
H -3.482 -0.885 -1.065 0.807 0.275 1.486
H 2.889 -1.239 1.363 -0.326 0.056 -0.327
H 2.809 -0.060 -0.004 0.393 -2.446 -0.040
H 3.319 -1.951 -0.146 0.113 0.560 -0.526
```
Forces are in eV/Å.

These are the natural (NBO) partial charges, in e, on atoms 1 to 4:
1 C -0.027
2 N -0.425
3 C -0.079
4 C 0.093

Record 4
Here is C5H9NOS in the gas phase in a non-equilibrium geometry from the OMol25 dataset. Energies are from ωB97M-V/def2-TZVPD.

Output
SMILES: C=NOC1(CS)CC1
Relative energy (zero: lowest compared OMol25 entry of this formula, charge and spin), kcal/mol: 111.2
F_max, eV/Å: 4.6
DFT total energy, eV: -19699.4810
Frontier orbital gap, hartree: 0.3601
Molar mass, Da: 131.20

```
17
Properties=species:S:1:pos:R:3:forces:R:3
C -2.842 -1.108 -0.549 -2.717 -1.015 0.954
N -1.617 -0.955 -0.701 2.067 0.060 -0.801
O -0.993 -0.146 0.328 -1.837 -1.675 -0.521
C 0.348 0.047 0.033 -0.284 0.171 0.470
C 0.553 1.235 -0.797 0.275 1.022 -2.565
S 0.074 2.872 -0.200 0.207 -0.607 3.126
C 1.263 -0.124 1.173 2.919 -0.989 3.411
C 1.365 -1.067 0.004 -0.082 -1.958 -0.212
H -3.258 -0.642 0.368 -0.350 -0.266 -0.624
H -3.558 -1.847 -1.192 2.347 2.072 1.286
H 1.605 1.321 -0.981 0.663 -0.126 -0.332
H 0.058 1.171 -1.822 0.490 -0.242 1.307
H 0.429 2.593 1.227 -0.630 0.637 -2.615
H 1.087 -0.640 2.196 -0.759 0.983 -2.012
H 2.187 0.511 1.397 -1.589 -0.310 -0.964
H 2.263 -1.076 -0.635 -0.733 0.583 0.130
H 1.036 -2.144 0.150 0.013 1.659 -0.038
```
Forces are in eV/Å.

These are the natural (NBO) partial charges, in e, on atoms 1 to 4:
1 C -0.130
2 N -0.139
3 O -0.382
4 C 0.196

Record 5
Here is C5H9NOS in the gas phase in a non-equilibrium geometry from the OMol25 dataset. Energies are from ωB97M-V/def2-TZVPD.

Output
SMILES: N[C@@H]1C[C@@]1(O)[C@H]1CS1
Relative energy (zero: lowest compared OMol25 entry of this formula, charge and spin), kcal/mol: 127.4
F_max, eV/Å: 7.4
DFT total energy, eV: -19698.7771
Frontier orbital gap, hartree: 0.3451
Molar mass, Da: 131.20

```
17
Properties=species:S:1:pos:R:3:forces:R:3
N -0.122 1.810 -1.652 1.653 -6.294 -3.588
C -0.736 0.783 -0.767 1.444 0.277 -0.792
C -0.317 1.148 0.580 1.208 5.193 4.005
C 0.438 0.042 -0.008 -3.641 -4.779 1.797
O 1.776 0.063 -0.200 0.341 0.559 -0.611
C 0.067 -1.453 0.238 -0.064 -0.505 -0.842
C 0.253 -2.162 1.491 -1.503 -0.208 1.240
S -1.560 -1.611 1.128 1.068 -1.317 -0.687
H -0.670 2.591 -1.740 -1.694 2.226 -0.764
H 0.086 1.247 -2.656 -1.086 2.692 3.080
H -1.690 0.141 -0.905 1.734 1.452 -0.255
H -0.984 1.585 1.549 1.823 -2.263 -2.540
H 0.580 2.035 0.415 -2.865 -2.018 0.714
H 1.714 0.804 -0.781 1.763 1.614 -1.366
H 0.351 -2.230 -0.549 -0.992 1.715 0.193
H 0.408 -1.482 2.320 0.913 -0.751 0.420
H 0.408 -3.310 1.536 -0.103 2.408 -0.003
```
Forces are in eV/Å.

These are the natural (NBO) partial charges, in e, on atoms 1 to 4:
1 N -0.854
2 C -0.123
3 C -0.474
4 C 0.219

Record 6
Here is C5H9NOS in the gas phase in a non-equilibrium geometry from the OMol25 dataset. Energies are from ωB97M-V/def2-TZVPD.

Output
Relative energy (zero: lowest compared OMol25 entry of this formula, charge and spin), kcal/mol: 106.6
F_max, eV/Å: 6.2
DFT total energy, eV: -19699.6827
Frontier orbital gap, hartree: 0.2917
Molar mass, Da: 131.20

```
17
Properties=species:S:1:pos:R:3:forces:R:3
C -0.082 -0.418 0.229 -1.668 2.363 0.673
C 1.072 0.162 0.053 -0.126 -0.620 -0.173
C -1.414 1.419 0.383 0.042 -4.403 -4.379
C -0.588 -1.802 0.340 -2.193 1.656 -2.465
C 2.409 -0.555 -0.077 -3.040 -1.947 0.270
N -0.582 2.189 -0.374 0.468 1.490 -1.403
O -2.643 1.054 -0.142 0.199 0.879 3.913
S 1.029 1.966 0.093 0.394 0.771 -0.407
H -1.384 1.388 1.409 -0.016 0.627 2.077
H -0.048 -2.418 0.952 1.174 -1.433 2.221
H -0.455 -2.275 -0.644 -0.419 -0.012 -0.052
H -1.700 -1.757 0.565 1.335 -0.466 -0.077
H 2.903 -0.368 -0.997 0.547 0.233 -0.843
H 1.988 -1.672 -0.074 1.853 2.096 0.241
H 3.003 -0.268 0.763 0.742 -0.396 0.533
H -0.759 2.345 -1.426 0.212 -0.825 2.448
H -2.749 1.010 -1.053 0.494 -0.015 -2.575
```
Forces are in eV/Å.

These are the natural (NBO) partial charges, in e, on atoms 1 to 4:
1 C -0.082
2 C -0.284
3 C 0.370
4 C -0.688

Record 7
Here is a molecular structure, C5H9NOS in a non-equilibrium geometry from the OMol25 dataset. Energies are from ωB97M-V/def2-TZVPD.

Output
Relative energy (zero: lowest compared OMol25 entry of this formula, charge and spin), kcal/mol: 138.1
F_max, eV/Å: 7.2
DFT total energy, eV: -19698.3144
Frontier orbital gap, hartree: 0.3346
Molar mass, Da: 131.20

```
17
Properties=species:S:1:pos:R:3:forces:R:3
C -0.341 0.753 -0.449 -1.245 2.624 -2.016
C 0.353 0.434 0.769 -0.498 2.516 6.771
C -0.325 -0.765 1.448 -5.229 1.079 -2.028
C 0.065 -0.638 -1.031 1.607 -0.392 -1.086
C 1.676 -0.612 -0.538 1.174 -2.818 -5.353
H -2.578 0.298 -0.673 3.255 3.358 2.282
H -1.918 2.319 -0.452 0.054 -5.340 1.444
H -0.008 1.794 -0.988 0.132 -3.152 0.983
H 0.614 1.255 1.533 -2.012 -0.538 -0.700
H 0.277 -1.332 2.076 0.911 -0.739 1.235
H -1.419 -0.476 1.764 2.617 -0.384 0.468
H 0.086 -0.710 -2.128 -0.566 -0.354 0.447
H 2.223 -0.058 -1.433 -0.832 -0.795 1.583
H 2.389 -1.599 -0.378 -2.459 1.849 -0.484
N -1.771 1.068 -0.026 -2.831 1.479 -4.430
O 1.618 0.110 0.560 4.213 0.441 0.924
S -0.941 -1.840 -0.053 1.709 1.166 -0.042
```
Forces are in eV/Å.

These are the natural (NBO) partial charges, in e, on atoms 1 to 4:
1 C -0.123
2 C 0.035
3 C -0.484
4 C -0.381

Record 8
Here is C5H9NOS2 in the gas phase in a non-equilibrium geometry from the OMol25 dataset. Energies are from ωB97M-V/def2-TZVPD.

Output
SMILES: CN1C(=S)SC[C@@]1(C)O
Relative energy (zero: lowest compared OMol25 entry of this formula, charge and spin), kcal/mol: 0.0
F_max, eV/Å: 4.4
DFT total energy, eV: -30537.8746
Frontier orbital gap, hartree: 0.3191
Molar mass, Da: 163.27

```
18
Properties=species:S:1:pos:R:3:forces:R:3
C 0.473 -1.258 -1.557 2.661 0.665 0.867
N 0.107 -0.851 -0.210 0.794 1.077 1.639
C 0.325 -1.550 0.949 -0.299 0.939 -2.281
S 0.761 -3.074 0.838 0.526 -2.448 0.667
S 0.099 -0.623 2.403 0.135 0.988 0.052
C 0.462 0.928 1.483 1.089 -1.677 -2.534
C -0.084 0.603 0.012 -1.729 -1.796 2.450
C -1.603 0.916 0.060 0.406 -3.928 -1.861
O 0.559 1.290 -0.981 -0.423 0.466 -0.618
H -0.096 -2.089 -1.870 -0.892 -0.576 -0.670
H 0.424 -0.291 -2.054 -0.474 -0.863 -1.021
H 1.588 -1.571 -1.669 -1.669 0.366 0.621
H 1.574 0.973 1.308 -0.857 0.342 0.785
H 0.007 1.836 1.835 0.018 0.163 0.495
H -2.004 0.741 -0.942 0.111 0.674 -0.128
H -1.470 1.878 0.323 -1.395 3.620 0.953
H -2.243 0.215 0.657 1.077 1.023 0.246
H 1.122 1.926 -0.583 0.921 0.965 0.338
```
Forces are in eV/Å.

These are the natural (NBO) partial charges, in e, on atoms 1 to 4:
1 C -0.426
2 N -0.450
3 C -0.131
4 S -0.085